1.
C6H8 | the ωB97M-V functional and the def2-TZVPD basis

Atoms and positions in Å:
C (-2.07778, -1.54005, 0.50740)
C (-1.03517, -0.71905, 0.26071)
C (-0.19776, 0.16477, -0.62359)
C (0.93463, 0.70048, -0.26017)
C (-1.11895, -1.32278, 1.63681)
C (1.72977, 1.58520, -1.11564)
H (-2.93340, -2.13218, 0.13802)
H (-0.54815, 0.12344, -1.63085)
H (1.18065, 0.35467, 0.74005)
H (-1.34323, -0.57600, 2.51150)
H (-0.55179, -2.18681, 1.99014)
H (2.79513, 1.31562, -1.43203)
H (1.92312, 2.55806, -0.65941)
H (1.24294, 1.67463, -2.06295)

As for the SMILES: C/C=C/C1=CC1. The HOMO energy is -8.38 eV. The LUMO energy is 0.0398 Ha. As for the total energy: -6348.0209 eV. The value obtained for the orbital gap is 9.4589 eV. For the relative energy (zero: lowest compared OMol25 entry of this formula, charge and spin), the calculation gives 63.7 kcal/mol.



2.
C3H14O4 | the ωB97M-V functional and the def2-TZVPD basis

Atoms and positions in Å:
C (-0.83798, -0.80289, 1.73652)
O (0.52290, -1.18608, 1.88656)
C (-1.25985, -0.86114, 0.27455)
C (-2.42385, 0.01984, -0.14338)
H (-1.51663, -1.34593, 2.39705)
H (-0.84179, 0.22234, 2.09258)
H (0.51100, -2.13982, 2.02992)
H (-0.38368, -0.78083, -0.35482)
H (-1.61354, -1.88893, 0.13260)
H (-2.47160, 0.00132, -1.23741)
H (-3.36205, -0.42027, 0.19780)
H (-2.39885, 1.06790, 0.13398)
H (5.96980, 3.71929, 0.37067)
H (5.98741, 2.20240, 0.58472)
O (6.34241, 2.89762, 0.02416)
H (0.98758, 1.82677, -0.70681)
H (0.07181, 1.96601, 0.48182)
O (0.68927, 2.47990, -0.06021)
H (-0.94412, -2.65622, -2.67863)
H (-1.79530, -1.77012, -3.57079)
O (-1.23294, -2.55118, -3.59089)

As for the SMILES: CCCO.O.O.O. The HOMO energy is -10.76 eV. The LUMO energy is 0.0170 Ha. As for the total energy: -11527.4002 eV. The value obtained for the orbital gap is 11.2182 eV. For the relative energy (zero: lowest compared OMol25 entry of this formula, charge and spin), the calculation gives 27.9 kcal/mol.